This record from the Open Molecules 2025 dataset describes an isolated molecule of C4H4N2O2 in a non-equilibrium geometry. The level of theory is ωB97M-V/def2-TZVPD.

The relative energy (zero: lowest compared OMol25 entry of this formula, charge and spin) comes out at 6.005 eV. As for the net charge: 0. As for the HOMO-LUMO gap: 9.57 eV.

CARTESIAN COORDINATES (ANGSTROEM)
N1 2.594 -0.983 -0.318
C1 1.415 -0.913 -0.191
C2 0.165 -1.290 0.347
C3 -0.881 -0.644 -0.581
O1 -1.483 -1.199 -1.411
C4 -1.027 0.814 -0.382
N2 -0.406 1.185 0.759
O2 -0.168 2.491 0.310
H1 0.324 -2.541 0.284
H2 0.172 -1.212 1.521
H3 -1.157 1.457 -1.446
H4 0.452 2.834 1.108

The computed Mulliken charges, all in e, follow: N -0.47; C 0.17; C -0.16; C 0.38; O -0.45; C -0.02; N -0.21; O -0.39; H 0.25; H 0.30; H 0.25; H 0.36


This record from the Open Molecules 2025 dataset describes an isolated molecule of C13H15Br2NO2. The level of theory is ωB97M-V/def2-TZVPD.

As for the net charge: 0. As for the HOMO-LUMO gap: 9.41 eV.

CARTESIAN COORDINATES (ANGSTROEM)
O1 3.078 0.458 -0.515
C1 2.133 -0.218 -0.857
C2 2.192 -1.755 -0.906
O2 0.965 -2.327 -0.500
C3 0.499 -2.029 0.739
C4 1.246 -1.497 1.785
C5 0.656 -1.247 3.011
C6 -0.687 -1.524 3.202
Br1 -1.497 -1.172 4.885
C7 -1.461 -2.040 2.174
C8 -0.861 -2.279 0.956
Br2 -1.884 -2.914 -0.509
N1 0.931 0.255 -1.222
C9 0.527 1.638 -1.083
C10 -0.247 2.103 -2.331
C11 -1.719 2.241 -1.905
C12 -1.820 1.503 -0.569
C13 -0.468 1.785 0.078
H1 2.338 -2.088 -1.937
H2 3.033 -2.110 -0.301
H3 2.289 -1.262 1.649
H4 1.244 -0.833 3.815
H5 -2.512 -2.239 2.315
H6 0.209 -0.401 -1.483
H7 1.446 2.204 -0.915
H8 -0.134 1.366 -3.126
H9 0.145 3.048 -2.700
H10 -1.967 3.292 -1.757
H11 -2.400 1.835 -2.650
H12 -2.654 1.854 0.036
H13 -1.948 0.432 -0.734
H14 -0.441 2.809 0.453
H15 -0.232 1.110 0.901

The computed Mulliken charges, all in e, follow: O -0.68; C 0.54; C -0.66; O -0.51; C 0.82; C -0.49; C -0.66; C -0.06; Br -0.19; C -0.39; C 0.10; Br -0.12; N -0.15; C -0.06; C -0.89; C -0.63; C -0.34; C -0.57; H 0.38; H 0.36; H 0.37; H 0.45; H 0.45; H 0.31; H 0.45; H 0.31; H 0.29; H 0.29; H 0.38; H 0.43; H 0.03; H 0.35; H 0.13


This record from the Open Molecules 2025 dataset describes a cluster of 11 separate species, C7H30O10 in total in a non-equilibrium geometry. The level of theory is ωB97M-V/def2-TZVPD.

The relative energy (zero: lowest compared OMol25 entry of this formula, charge and spin) comes out at 5.864 eV. As for the net charge: 0. As for the HOMO-LUMO gap: 8.55 eV.

CARTESIAN COORDINATES (ANGSTROEM)
C1 3.619 -0.354 -1.402
C2 2.739 0.525 -0.986
C3 1.394 0.105 -0.723
C4 0.584 0.804 0.043
C5 -0.884 0.575 0.169
C6 -1.861 1.472 0.577
C7 -3.201 0.894 0.920
H1 3.483 -1.408 -1.515
H2 4.526 -0.058 -1.729
H3 2.822 1.682 -0.872
H4 1.135 -0.765 -1.238
H5 1.098 1.584 0.756
H6 -1.102 -0.458 -0.104
H7 -1.680 2.476 1.103
H8 -3.919 1.618 1.096
H9 -3.573 0.213 0.048
H10 -3.209 0.010 1.584
O1 -0.963 3.154 -1.932
H11 -1.228 2.218 -1.743
H12 -0.802 3.317 -2.838
O2 0.425 -2.583 -2.866
H13 0.292 -3.230 -2.185
H14 1.260 -2.339 -2.993
O3 -3.528 0.183 -3.287
H15 -2.558 -0.047 -3.337
H16 -3.937 -0.681 -3.314
O4 -0.014 -0.890 2.808
H17 0.127 -0.366 2.083
H18 0.094 -0.342 3.563
O5 1.291 3.317 -0.457
H19 0.545 3.428 -1.055
H20 1.881 3.967 -0.758
O6 1.562 -3.342 1.472
H21 1.146 -2.675 2.151
H22 2.336 -3.743 1.958
O7 -3.014 -2.816 -1.369
H23 -2.099 -2.680 -1.707
H24 -2.643 -2.584 -0.468
O8 1.057 3.434 2.435
H25 0.515 4.167 2.360
H26 1.223 3.147 1.375
O9 1.966 1.074 3.741
H27 1.262 1.211 4.292
H28 1.731 1.594 2.861
O10 -0.033 -5.264 0.563
H29 -0.478 -4.811 -0.091
H30 0.611 -4.734 1.013

The computed Mulliken charges, all in e, follow: C -1.07; C 0.26; C -0.47; C 0.47; C -0.31; C 0.25; C -1.33; H 0.27; H 0.33; H 0.19; H 0.30; H -0.42; H 0.32; H 0.24; H 0.44; H 0.20; H 0.29; O -0.68; H 0.30; H 0.29; O -0.59; H 0.30; H 0.25; O -0.63; H 0.31; H 0.31; O -0.61; H 0.40; H 0.24; O -0.52; H 0.26; H 0.30; O -0.75; H 0.36; H 0.32; O -0.62; H 0.29; H 0.33; O -0.69; H 0.27; H 0.53; O -0.65; H 0.27; H 0.36; O -0.64; H 0.26; H 0.45


This record from the Open Molecules 2025 dataset describes a cluster of 6 separate species, C41H91N5O2 in total in a non-equilibrium geometry. The level of theory is ωB97M-V/def2-TZVPD.

The relative energy (zero: lowest compared OMol25 entry of this formula, charge and spin) comes out at 3.223 eV. As for the net charge: +4. As for the HOMO-LUMO gap: 3.67 eV.

CARTESIAN COORDINATES (ANGSTROEM)
O1 1.580 0.239 0.193
H1 2.195 -0.514 0.296
C1 -0.320 6.458 -2.261
C2 0.383 6.477 -0.902
C3 -0.371 7.272 0.224
C4 -1.609 6.606 0.670
C5 -1.088 5.319 1.385
C6 -0.487 4.341 0.320
N1 0.674 5.041 -0.434
O2 1.484 4.257 -1.285
C7 -1.637 3.740 -0.600
C8 0.175 3.182 1.159
C9 1.668 7.180 -0.970
H2 -0.325 7.509 -2.553
H3 -1.324 6.052 -2.386
H4 0.231 5.950 -3.053
H5 -0.663 8.235 -0.195
H6 0.223 7.594 1.080
H7 -2.210 6.275 -0.177
H8 -2.230 7.229 1.314
H9 -1.911 4.855 1.930
H10 -0.441 5.625 2.208
H11 -1.228 2.927 -1.200
H12 -2.105 4.515 -1.207
H13 -2.320 3.266 0.105
H14 -0.451 2.600 1.835
H15 0.816 3.666 1.896
H16 0.780 2.482 0.582
H17 2.353 7.174 -0.122
H18 1.638 8.247 -1.191
H19 2.361 6.679 -1.646
C10 -5.536 -0.234 -4.822
C11 -5.263 -0.607 -3.368
C12 -3.778 -0.651 -3.136
N2 -3.431 -0.851 -1.658
C13 -3.712 -2.336 -1.325
C14 -1.948 -0.384 -1.483
C15 -1.733 -0.064 -0.062
C16 -3.088 0.270 0.527
C17 -4.116 0.034 -0.635
H20 -5.220 -0.965 -5.567
H21 -5.103 0.712 -5.148
H22 -6.612 -0.367 -4.937
H23 -5.843 -1.500 -3.137
H24 -5.722 0.113 -2.689
H25 -3.330 0.290 -3.455
H26 -3.182 -1.258 -3.818
H27 -3.311 -2.814 -2.219
H28 -4.761 -2.633 -1.324
H29 -3.150 -2.641 -0.442
H30 -1.178 -1.054 -1.866
H31 -1.904 0.546 -2.049
H32 -1.372 -0.875 0.571
H33 -1.119 0.834 0.009
H34 -3.361 -0.369 1.366
H35 -3.182 1.319 0.809
H36 -5.084 -0.436 -0.464
H37 -4.406 0.913 -1.211
C18 0.888 3.145 5.781
C19 0.934 2.052 4.662
C20 1.420 0.618 5.254
N3 1.656 -0.501 4.195
C21 0.292 -0.804 3.483
C22 2.169 -1.753 4.864
C23 2.990 -2.482 3.792
C24 3.218 -1.487 2.617
C25 2.788 -0.174 3.198
H38 0.546 4.116 5.423
H39 1.919 3.294 6.099
H40 0.470 2.882 6.753
H41 1.588 2.308 3.829
H42 -0.078 1.990 4.264
H43 0.605 0.406 5.946
H44 2.335 0.728 5.836
H45 -0.081 0.029 2.887
H46 -0.413 -1.119 4.252
H47 0.544 -1.678 2.882
H48 1.362 -2.431 5.143
H49 2.807 -1.350 5.650
H50 2.417 -3.306 3.366
H51 3.948 -2.797 4.208
H52 2.628 -1.673 1.720
H53 4.247 -1.547 2.262
H54 2.424 0.581 2.501
H55 3.590 0.313 3.751
C26 -1.179 -6.772 4.717
C27 -1.225 -5.781 3.558
C28 -0.450 -6.256 2.273
N4 -0.757 -5.435 0.943
C29 -2.258 -5.734 0.548
C30 0.238 -5.814 -0.227
C31 1.013 -4.571 -0.598
C32 0.077 -3.435 -0.245
C33 -0.581 -3.908 1.038
H56 -0.194 -6.794 5.184
H57 -1.469 -7.805 4.529
H58 -1.869 -6.491 5.513
H59 -0.970 -4.757 3.831
H60 -2.257 -5.605 3.257
H61 -0.621 -7.311 2.057
H62 0.607 -6.197 2.529
H63 -2.445 -5.442 -0.486
H64 -2.980 -5.277 1.225
H65 -2.358 -6.818 0.598
H66 -0.484 -6.181 -0.956
H67 0.818 -6.666 0.128
H68 1.086 -4.554 -1.685
H69 2.019 -4.553 -0.179
H70 -0.702 -3.438 -1.008
H71 0.589 -2.473 -0.244
H72 -1.545 -3.416 1.175
H73 -0.001 -3.798 1.955
C34 -0.125 1.865 -4.453
C35 1.054 1.318 -3.668
C36 1.872 0.273 -4.417
N5 2.915 -0.496 -3.529
C37 2.127 -1.512 -2.740
C38 4.001 -1.204 -4.481
C39 5.359 -0.731 -3.996
C40 5.185 -0.250 -2.576
C41 3.737 0.456 -2.569
H74 0.158 2.463 -5.320
H75 -0.735 2.541 -3.854
H76 -0.681 1.021 -4.860
H77 0.622 0.941 -2.741
H78 1.779 2.000 -3.225
H79 2.513 0.834 -5.096
H80 1.332 -0.457 -5.020
H81 1.294 -1.067 -2.194
H82 2.829 -1.878 -1.991
H83 1.796 -2.310 -3.405
H84 4.085 -2.269 -4.265
H85 3.951 -1.084 -5.563
H86 6.069 -1.558 -4.009
H87 5.714 0.107 -4.596
H88 5.301 -0.983 -1.778
H89 6.002 0.455 -2.422
H90 3.231 0.614 -1.617
H91 3.904 1.365 -3.147

These are the Mulliken partial charges, in e, on atoms 1 to 99: O -0.49; H -0.48; C -1.39; C 1.50; C -1.37; C -0.51; C -1.40; C 1.61; N 0.66; O -0.14; C -0.90; C -2.35; C -1.92; H 0.44; H 0.27; H 0.41; H 0.55; H 0.40; H 0.34; H 0.45; H 0.56; H 0.36; H -0.11; H 0.50; H 0.17; H 0.28; H 0.85; H 0.34; H 0.44; H 0.43; H 0.44; C -1.43; C -0.26; C -0.89; N 0.81; C -1.05; C -1.06; C 2.61; C -0.94; C -0.90; H 0.36; H 0.36; H 0.40; H 0.38; H 0.36; H 0.29; H 0.57; H 0.43; H 0.28; H 0.36; H 0.45; H -0.03; H -1.18; H -0.85; H 0.41; H 0.39; H 0.51; H 0.55; C -1.53; C 0.23; C -1.01; N 0.36; C -0.42; C -0.45; C -0.61; C 0.07; C -0.49; H 0.35; H 0.40; H 0.38; H 0.24; H 0.20; H 0.44; H 0.50; H -0.22; H 0.49; H 0.05; H 0.35; H 0.48; H 0.15; H 0.37; H -0.61; H 0.67; H 0.18; H 0.45; C -1.45; C 0.00; C -0.91; N 0.47; C -1.18; C -0.87; C -0.64; C 1.36; C -0.67; H 0.36; H 0.36; H 0.40; H 0.22; H 0.25


This record from the Open Molecules 2025 dataset describes a structure of composition C5H8O3Tl in a non-equilibrium geometry. The level of theory is ωB97M-V/def2-TZVPD.

The relative energy (zero: lowest compared OMol25 entry of this formula, charge and spin) comes out at 0.000 eV. As for the net charge: +1. As for the HOMO-LUMO gap: 7.13 eV.

CARTESIAN COORDINATES (ANGSTROEM)
H1 1.117 -2.985 -1.605
O1 2.309 -1.661 -0.590
C1 1.241 -2.558 -0.579
O2 0.448 -2.599 0.310
Tl1 0.108 -0.521 1.509
O3 -1.604 0.661 0.725
C2 -2.644 0.678 0.082
C3 2.273 -0.658 0.272
C4 3.453 0.195 0.113
H2 4.239 -0.187 -0.552
H3 3.089 1.183 -0.220
H4 3.831 0.397 1.131
C5 -3.512 1.875 -0.053
H5 -3.094 -0.289 -0.222
H6 -3.088 2.750 0.450
H7 -4.507 1.636 0.354
H8 -3.659 2.081 -1.125

The computed Mulliken charges, all in e, follow: H 0.38; O -0.22; C 0.31; O -0.43; Tl 0.69; O -0.46; C 0.34; C 0.10; C -0.91; H 0.29; H 0.30; H 0.32; C -0.95; H 0.32; H 0.29; H 0.31; H 0.32


Respective LUMO values: -0.78 0.55 -0.01 -12.42 -4.79 eV.
Respective HOMO level values: -10.36 -8.86 -8.56 -16.09 -11.92 eV.